DFT (ωB97M-V/def2-TZVPD) results for one molecule with the formula C4H7NO2.

Max |F|: 0.010 hartree/bohr
SMILES: C/C(=N\O)[C@H]1CO1
Kohn-Sham gap: 10.43 eV
Multiplicity: 1
Energy relative to the best compared isomer or geometry (same formula, charge and spin): 3.759 eV

XYZ file:
```
14
C4H7NO2 ωB97M-V/def2-TZVPD
C -1.20 -1.12 -0.01
C -0.43 0.13 -0.27
N -0.78 1.32 0.03
O -2.01 1.39 0.65
C 0.99 0.13 -0.76
C 1.96 0.02 0.32
O 1.78 -1.03 -0.62
H -1.95 -1.28 -0.79
H -0.52 -1.98 0.01
H -1.73 -1.03 0.94
H -2.07 2.34 0.85
H 1.22 0.74 -1.63
H 2.87 0.61 0.29
H 1.56 -0.20 1.31
```

The computed natural (NBO) charges, all in e, follow: C -0.6943; C 0.1922; N -0.1455; O -0.5702; C 0.0199; C -0.0937; O -0.4796; H 0.2405; H 0.2399; H 0.2416; H 0.4785; H 0.2043; H 0.1865; H 0.1799


DFT (ωB97M-V/def2-TZVPD) results for one molecule with the formula C5H5N in a non-equilibrium geometry.

Max |F|: 0.181 hartree/bohr
Kohn-Sham gap (spin up / spin down): 6.61 / 7.83 eV
Multiplicity: 3
<S²>: 2.01
Energy relative to the best compared isomer or geometry (same formula, charge and spin): 4.190 eV

XYZ file:
```
11
C5H5N ωB97M-V/def2-TZVPD
C 0.81 1.97 -1.35
C 1.08 0.72 -1.42
C 0.27 -0.37 -0.13
C -0.10 1.13 -0.24
C -0.30 -1.30 0.91
N 1.13 -0.56 -1.05
H -0.14 1.76 0.65
H -1.01 1.10 -0.75
H 0.14 -2.19 1.36
H -1.15 -1.66 0.39
H -0.74 -0.62 1.65
```

The computed natural (NBO) charges, all in e, follow: C -0.0483; C 0.2807; C 0.2013; C -0.4554; C -0.6659; N -0.4575; H 0.2463; H 0.2133; H 0.2393; H 0.2232; H 0.2231


DFT (ωB97M-V/def2-TZVPD) results for a 2-piece molecular cluster, C3H5FO2P overall in a non-equilibrium geometry.

Max |F|: 0.052 hartree/bohr
Kohn-Sham gap (spin up / spin down): 8.44 / 6.74 eV
Multiplicity: 1
Energy relative to the best compared isomer or geometry (same formula, charge and spin): 5.306 eV
Total charge: -1

XYZ file:
```
12
C3H5FO2P ωB97M-V/def2-TZVPD
C 2.49 -0.11 -0.58
C -2.61 -0.62 1.05
C 1.18 -0.12 -0.89
O 0.64 2.60 -0.46
O -1.17 0.86 -0.11
F 0.80 -1.43 -1.10
P -0.01 1.32 -0.88
H 3.07 0.78 -0.24
H 3.00 -1.02 -0.20
H -2.08 -1.00 0.24
H -1.79 -0.29 1.71
H -3.51 -0.96 1.47
```

The computed natural (NBO) charges, all in e, follow: C -0.5220; C -0.5004; C 0.0439; O -1.1249; O -1.1348; F -0.3755; P 1.7375; H 0.2099; H 0.1860; H 0.1832; H 0.1679; H 0.1291


DFT (ωB97M-V/def2-TZVPD) results for C46H56GeN2O6PRhS as an isolated structure in a non-equilibrium geometry.

Max |F|: 0.038 hartree/bohr
Kohn-Sham gap (spin up / spin down): 8.49 / 7.19 eV
Multiplicity: 5
<S²>: 6.02
Energy relative to the best compared isomer or geometry (same formula, charge and spin): 0.409 eV

XYZ file:
```
114
C46H56GeN2O6PRhS ωB97M-V/def2-TZVPD
Rh 0.61 0.22 -0.08
N -0.09 -2.13 0.31
C 0.10 -2.84 -0.95
C -0.56 -2.06 -2.07
O -1.11 -2.60 -3.02
N -0.45 -0.72 -1.91
C -1.30 0.09 -2.61
C -2.20 0.94 -1.44
O -3.36 1.04 -1.72
O -1.47 1.29 -0.53
H 0.54 -2.50 1.02
H -1.05 -2.26 0.61
H -0.31 -3.86 -0.93
H 1.17 -2.89 -1.17
H -1.98 -0.45 -3.27
H -0.83 0.97 -3.06
O 2.36 0.03 1.46
C 2.84 -0.99 0.90
O 2.47 -1.33 -0.24
C 3.90 -1.80 1.63
C 3.45 -2.36 2.98
Ge 2.05 -3.83 3.13
C 2.76 -5.28 4.30
C 1.94 -5.88 5.23
C 2.38 -6.96 5.99
C 3.66 -7.45 5.80
C 4.49 -6.87 4.86
C 4.04 -5.79 4.12
C 0.45 -3.20 4.14
C -0.83 -3.06 3.63
C -1.88 -2.65 4.42
C -1.68 -2.38 5.76
C -0.41 -2.52 6.30
C 0.64 -2.92 5.49
C 1.63 -4.84 1.46
C 2.63 -5.09 0.53
C 2.40 -5.90 -0.57
C 1.15 -6.47 -0.76
C 0.15 -6.25 0.18
C 0.40 -5.45 1.28
H 4.75 -1.13 1.81
H 4.24 -2.59 0.95
H 3.08 -1.52 3.58
H 4.33 -2.76 3.50
H 0.94 -5.51 5.38
H 1.72 -7.41 6.71
H 4.01 -8.30 6.38
H 5.48 -7.26 4.70
H 4.70 -5.34 3.38
H -1.01 -3.26 2.58
H -2.87 -2.53 3.99
H -2.50 -2.06 6.38
H -0.24 -2.32 7.34
H 1.63 -3.02 5.92
H 3.61 -4.65 0.67
H 3.19 -6.08 -1.28
H 0.97 -7.09 -1.62
H -0.82 -6.71 0.05
H -0.38 -5.32 2.02
C 2.00 1.95 3.85
C 0.55 1.51 3.71
C 0.46 -0.01 3.87
C -0.31 2.12 4.82
P -0.08 1.86 1.94
C -1.86 1.55 2.23
C -2.80 2.44 2.71
C -4.11 2.03 2.91
C -4.49 0.73 2.64
C -3.55 -0.17 2.16
C -2.25 0.24 1.96
C 0.17 3.72 1.56
C 1.64 3.87 1.12
C -0.73 4.03 0.37
C -0.09 4.75 2.67
H 2.42 1.53 4.77
H 2.08 3.03 3.93
H 2.58 1.59 3.01
H 0.87 -0.31 4.83
H 1.03 -0.50 3.08
H -0.57 -0.35 3.82
H 0.16 1.89 5.77
H -1.31 1.71 4.82
H -0.39 3.20 4.74
H -2.55 3.46 2.94
H -4.85 2.73 3.28
H -5.51 0.41 2.79
H -3.85 -1.18 1.92
H -1.51 -0.44 1.54
H 1.94 3.00 0.54
H 2.31 3.96 1.97
H 1.75 4.76 0.51
H -1.78 3.93 0.64
H -0.53 3.35 -0.44
H -0.56 5.04 0.02
H 0.56 4.59 3.52
H -1.12 4.75 3.00
H 0.13 5.74 2.27
C 2.93 3.20 -1.98
S 1.66 1.86 -1.75
O 0.64 2.23 -2.73
C 2.69 0.59 -2.52
C 2.26 -0.05 -3.66
C 3.04 -1.05 -4.22
C 4.25 -1.39 -3.62
C 4.68 -0.73 -2.48
C 3.90 0.26 -1.92
H 3.28 3.15 -3.00
H 3.75 3.06 -1.29
H 2.43 4.15 -1.80
H 1.32 0.24 -4.11
H 2.71 -1.57 -5.10
H 4.86 -2.17 -4.05
H 5.62 -1.00 -2.02
H 4.21 0.77 -1.02
```

These are the Mulliken partial charges, in e, on atoms 1 to 99: Rh 1.8237; N 0.8438; C 0.2217; C -0.5753; O -0.6816; N 0.5031; C -1.0416; C 0.3552; O -0.6429; O -0.0568; H -1.5174; H 0.3312; H 0.2805; H 0.2250; H 0.5253; H 0.2669; O -0.2068; C 0.8043; O -0.3716; C -1.3472; C -1.4328; Ge 2.0090; C -0.0617; C 0.0540; C -0.8143; C -0.4797; C -0.7820; C -0.4489; C -0.1797; C 0.3209; C -0.7858; C -0.6796; C -0.8480; C -0.1723; C 0.2089; C -0.2288; C -0.7805; C -0.4633; C -0.8051; C -0.0497; H 0.7010; H 0.1429; H 0.4214; H 0.8174; H 0.2533; H 0.4141; H 0.3873; H 0.4005; H 0.3148; H 0.0051; H 0.4497; H 0.4237; H 0.4220; H 0.4329; H 0.2266; H 0.4419; H 0.3831; H 0.4195; H 0.3839; C -1.9847; C 2.9306; C -1.8296; C -2.0176; P 0.7926; C 0.9076; C -0.3990; C -0.7295; C -1.1833; C -0.5695; C 0.0912; C 2.1500; C -1.6158; C -1.8151; C -1.9526; H 0.5880; H 0.3073; H 0.1726; H 1.3165; H -0.7425; H -0.2388; H 0.5701; H 0.3206; H 0.3678; H 0.0696; H 0.4836; H 0.4086; H 0.6247; H -0.5594; H -0.0214; H 0.2851; H 0.5416; H 0.3210; H 0.1782; H 0.6160; H 0.3617; H 0.2475; H 0.5438; C -1.5326; S 1.1887


DFT (ωB97M-V/def2-TZVPD) results for C37H39CuN4O3P2SbSe4 as an isolated structure.

Max |F|: 0.006 hartree/bohr
Kohn-Sham gap (spin up / spin down): 5.37 / 5.36 eV
Multiplicity: 2
<S²>: 0.79
Energy relative to the best compared isomer or geometry (same formula, charge and spin): 4.398 eV
Total charge: -2

XYZ file:
```
91
C37H39CuN4O3P2SbSe4 ωB97M-V/def2-TZVPD
Cu -0.43 -1.07 0.44
Se -1.98 -3.92 3.40
Sb -3.70 -2.21 2.57
Se -2.82 0.01 3.37
Se -2.02 -3.31 0.98
Se -5.04 0.85 3.42
C 1.19 1.90 1.56
C -0.32 2.04 1.45
P -0.93 3.14 0.08
C -2.11 2.01 -0.75
C -1.78 1.57 -2.15
C -3.00 1.17 -2.92
C -4.12 0.75 -2.28
C -4.23 0.84 -0.88
C -3.25 1.55 -0.16
C -2.10 4.24 1.00
C -2.85 3.86 2.12
C -3.73 4.74 2.72
C -3.87 6.04 2.23
C -3.12 6.43 1.13
C -2.25 5.54 0.53
C 1.96 1.51 0.30
P 1.54 -0.13 -0.73
C 1.46 -1.70 -2.22
C 1.09 -2.94 -1.72
C 1.15 -4.11 -2.48
C 1.60 -4.06 -3.79
C 2.00 -2.84 -4.32
C 1.93 -1.69 -3.54
C 3.24 0.06 -1.46
C 4.23 -0.88 -1.19
C 5.50 -0.77 -1.75
C 5.79 0.28 -2.61
C 4.81 1.22 -2.90
C 3.55 1.11 -2.32
H 1.39 1.16 2.34
H 1.60 2.85 1.94
H -0.72 2.40 2.40
H -0.79 1.06 1.30
H -1.23 2.36 -2.67
H -2.92 1.11 -4.00
H -4.95 0.35 -2.86
H -5.09 0.46 -0.35
H -3.46 1.74 0.88
H -2.78 2.86 2.52
H -4.33 4.41 3.56
H -4.56 6.73 2.69
H -3.22 7.44 0.74
H -1.66 5.85 -0.33
H 3.00 1.33 0.60
H 1.99 2.36 -0.39
H 0.73 -3.02 -0.70
H 0.83 -5.05 -2.05
H 1.65 -4.96 -4.40
H 2.37 -2.78 -5.34
H 2.28 -0.75 -3.98
H 4.00 -1.73 -0.55
H 6.25 -1.51 -1.52
H 6.77 0.36 -3.06
H 5.02 2.04 -3.57
H 2.79 1.86 -2.54
N -0.05 -0.96 2.40
C 0.43 -1.38 3.36
N 1.02 -1.82 4.46
C 0.25 -2.12 5.67
C 0.43 -3.58 6.02
O 1.82 -3.93 6.08
C 2.43 -3.76 4.81
C 2.39 -2.30 4.40
H -0.80 -1.90 5.47
H 0.62 -1.49 6.48
H -0.07 -4.20 5.28
H 0.01 -3.79 7.01
H 1.90 -4.37 4.06
H 3.45 -4.11 4.90
H 2.77 -2.17 3.38
H 3.01 -1.71 5.08
C 0.15 0.92 -4.41
N -0.53 -0.02 -3.56
C -1.17 -1.07 -4.11
C -1.94 -1.90 -3.38
C -1.94 -1.75 -1.93
O -2.53 -2.64 -1.26
N -1.26 -0.75 -1.36
C -0.76 0.33 -2.15
O 0.44 0.85 -1.61
H 0.74 0.38 -5.15
H 0.83 1.52 -3.81
H -0.54 1.59 -4.94
H -1.01 -1.21 -5.17
H -2.42 -2.76 -3.81
```

The computed Mulliken charges, all in e, follow: Cu -1.4864; Se -0.4984; Sb 0.1769; Se -0.2121; Se 0.2087; Se -0.7572; C -1.1168; C 0.7333; P -0.5181; C -0.4470; C 0.9102; C -1.2484; C -0.4021; C -1.1246; C 0.3897; C 0.8141; C 0.2415; C -0.9564; C -0.4004; C -0.5731; C -0.5679; C -1.1714; P 2.0556; C 0.9869; C -0.4565; C -0.4507; C -0.6008; C -0.7868; C -0.5850; C -0.1257; C -0.5079; C -0.6577; C -0.5047; C -0.9504; C -0.1046; H 0.0454; H 0.5059; H 0.8232; H -0.8815; H 0.7938; H 0.2331; H 0.4019; H 0.5244; H 0.1181; H -0.1887; H 0.4338; H 0.3413; H 0.3650; H 0.3334; H 0.5732; H 0.4787; H -0.2545; H 0.4103; H 0.3353; H 0.3682; H 0.4830; H 0.3425; H 0.3653; H 0.3562; H 0.3777; H 0.1687; N 0.8348; C -0.0347; N 0.0798; C -0.4307; C -0.4177; O -0.4151; C -0.5709; C -0.4750; H 0.2703; H 0.3104; H 0.1229; H 0.3119; H 0.3177; H 0.3495; H 0.3197; H 0.2773; C -1.3143; N 1.4107; C -0.3740; C -1.2148; C 0.2775; O -1.0584; N 1.0288; C -0.9054; O 0.4845; H 0.4523; H 0.2345; H 0.2943; H 0.3405; H 0.3344


multiplicity of number 5 (C37H39CuN4O3P2SbSe4)?
2